(1)
Computed, not measured: a molecular structure, C10H11IN3O at a distorted geometry, with the ωB97M-V functional and the def2-TZVPD basis.

Geometry as XYZ:
```
26
C10H11IN3O (the ωB97M-V functional and the def2-TZVPD basis)
I 3.199 0.083 0.884
O 1.291 -0.535 -2.024
N 0.492 -1.206 1.283
N -1.381 -3.184 0.605
N 0.091 -2.064 -0.804
C 0.917 -0.942 -0.986
C -0.370 -2.739 -2.045
C 0.513 3.525 0.182
C 0.435 1.112 0.272
C -0.837 3.577 0.467
C -0.521 -2.376 0.292
C -0.869 1.189 0.609
C -1.521 2.424 0.713
C 1.163 -0.223 0.326
C 1.174 2.313 0.067
H 2.159 2.386 -0.243
H 0.994 4.446 -0.068
H -1.532 -3.541 1.591
H -2.463 2.410 1.032
H -0.099 -0.790 2.036
H -1.429 0.293 0.546
H -1.458 4.481 0.491
H -1.296 -3.040 -1.765
H 1.320 -1.758 1.671
H -0.158 -2.164 -2.923
H 0.186 -3.677 -2.208
```

- ΔE to the lowest compared entry with this formula, charge and spin: 2.121 eV
- Total energy: -25158.2552 eV
- Frontier orbital gap: 8.827 eV
- HOMO level: -12.76 eV
- Total charge: +1

=====

(2)
Computed, not measured: 2 unconnected molecules or ions with the total composition C5H10O2 at a distorted geometry, with the ωB97M-V functional and the def2-TZVPD basis.

Geometry as XYZ:
```
17
C5H10O2 (the ωB97M-V functional and the def2-TZVPD basis)
O -0.010 1.936 -1.662
O -2.525 0.216 2.317
C 0.639 -0.334 -0.868
C 0.199 1.059 -0.461
C 0.545 1.572 0.692
C 0.808 -2.735 -0.540
C 1.218 -1.373 -0.031
H -0.781 1.573 -2.200
H 2.127 -1.336 0.694
H 0.786 2.635 0.840
H 0.091 -0.625 -1.719
H 1.408 -2.735 -1.512
H -2.265 -0.274 3.158
H 0.229 1.042 1.671
H 1.120 -3.475 0.191
H -0.296 -2.713 -0.666
H -2.590 -0.440 1.551
```

- SMILES: C=C(O)/C=C/C.O
- ΔE to the lowest compared entry with this formula, charge and spin: 5.047 eV
- Total energy: -9437.9962 eV
- Frontier orbital gap: 8.480 eV
- HOMO level: -8.25 eV

=====

(3)
Computed, not measured: a molecular structure, C6H14O, with the ωB97M-V functional and the def2-TZVPD basis.

Geometry as XYZ:
```
21
C6H14O (the ωB97M-V functional and the def2-TZVPD basis)
O 1.941 -1.404 0.597
C 1.584 -0.268 -0.174
C 0.400 0.369 0.529
C -2.490 0.410 1.021
C -1.650 -0.644 0.358
C 2.771 0.685 -0.309
C -1.792 -0.624 -1.136
H 3.605 0.187 -0.823
H -1.014 -1.199 -1.647
H 2.692 -1.831 0.167
H -3.496 -0.037 1.040
H 0.012 1.235 -0.012
H 3.120 0.995 0.682
H -0.381 -0.569 0.728
H -2.216 0.590 2.065
H -1.891 0.369 -1.611
H -2.737 -1.158 -1.316
H 2.509 1.578 -0.887
H 1.268 -0.580 -1.184
H -2.585 1.377 0.494
H 0.651 0.650 1.558
```

- ΔE to the lowest compared entry with this formula, charge and spin: 4.336 eV
- Total energy: -8492.5563 eV
- Frontier orbital gap: 8.417 eV
- HOMO level: -7.49 eV

=====

(4)
Computed, not measured: 3 unconnected molecules or ions with the total composition C3H12NO3 at a distorted geometry, with the ωB97M-V functional and the def2-TZVPD basis.

Geometry as XYZ:
```
19
C3H12NO3 (the ωB97M-V functional and the def2-TZVPD basis)
O -0.071 2.455 -0.077
O 1.490 -2.512 -0.464
O 1.835 0.763 -2.217
N -0.244 -0.196 -0.262
C -0.347 1.978 0.940
C -1.938 0.100 1.392
C -0.512 0.459 1.115
H 1.344 -3.328 -0.950
H -2.721 0.064 0.612
H -1.797 -0.846 2.016
H -0.667 2.695 1.777
H 0.645 0.054 -0.724
H -0.889 0.170 -0.906
H 0.184 0.087 1.934
H -2.407 0.855 2.034
H 2.439 -2.674 -0.367
H -0.446 -1.194 -0.275
H 2.802 0.507 -2.510
H 1.300 0.564 -3.067
```

- ΔE to the lowest compared entry with this formula, charge and spin: 1.305 eV
- Total energy: -10930.8414 eV
- Frontier orbital gap: 11.079 eV
- HOMO level: -14.15 eV
- Total charge: +1

=====

(5)
Computed, not measured: a single C3H7FOS molecule at a distorted geometry, with the ωB97M-V functional and the def2-TZVPD basis.

Geometry as XYZ:
```
13
C3H7FOS (the ωB97M-V functional and the def2-TZVPD basis)
S -2.964 -0.220 0.010
F -0.840 1.809 0.690
O -1.537 0.292 -0.790
C -0.452 0.692 -0.018
C 0.036 -0.366 1.007
C 0.728 0.978 -0.890
H 0.620 0.366 -1.819
H 0.851 2.139 -0.973
H -2.933 -1.619 -0.501
H -0.524 -0.774 1.822
H 1.608 0.637 -0.437
H 0.822 -0.003 1.609
H 0.325 -1.184 0.528
```

- SMILES: CC(C)(F)OS
- ΔE to the lowest compared entry with this formula, charge and spin: 1.761 eV
- Total energy: -18823.0407 eV
- Frontier orbital gap: 9.999 eV
- HOMO level: -9.43 eV

=====

(6)
Computed, not measured: a molecular structure, C5H11F5SSb at a distorted geometry, with the ωB97M-V functional and the def2-TZVPD basis.

Geometry as XYZ:
```
23
C5H11F5SSb (the ωB97M-V functional and the def2-TZVPD basis)
Sb -3.005 -0.161 -0.129
S -1.636 -1.513 -1.775
F 3.034 0.487 1.648
F 4.279 -0.890 0.494
F 3.326 0.934 -1.066
F 2.304 -1.535 1.196
F 2.395 -0.995 -1.460
C -1.235 1.014 0.493
C 3.001 -0.481 0.714
C 0.088 0.239 0.572
C 2.395 0.041 -0.599
C 1.041 0.714 -0.513
H 0.574 0.586 -1.480
H -4.009 0.896 0.888
H -2.710 -1.307 1.183
H -0.068 -0.831 0.520
H 1.231 1.769 -0.368
H -1.144 1.829 -0.217
H -3.244 0.964 -1.484
H -4.437 -1.066 -0.576
H 0.540 0.439 1.539
H -1.253 -2.567 -1.043
H -1.466 1.436 1.465
```

- Total energy: -36322.0964 eV
- Frontier orbital gap: 7.362 eV
- HOMO level: -4.06 eV
- Total charge: -1

=====

(7)
Computed, not measured: a single C25H23N5O2S molecule at a distorted geometry, with the ωB97M-V functional and the def2-TZVPD basis.

Geometry as XYZ:
```
56
C25H23N5O2S (the ωB97M-V functional and the def2-TZVPD basis)
S 2.190 0.749 -0.660
O -7.083 1.890 -0.343
O 1.146 -3.171 -1.925
N 1.629 -1.908 -0.078
N 3.404 1.443 1.521
N -0.489 -0.019 2.278
N 2.221 -4.185 -0.242
N -4.606 0.780 0.484
C 4.665 3.420 0.788
C 0.615 -0.245 2.092
C -0.652 -1.555 -1.526
C -0.976 -0.206 -1.462
C 2.016 -0.529 1.856
C 3.791 2.356 0.582
C 1.674 -3.070 -0.722
C 2.721 -4.128 0.975
C -6.267 1.174 -1.241
C -6.297 2.508 0.649
C 2.118 -1.865 1.149
C -1.361 -2.456 -0.744
C -5.460 1.487 1.420
C 2.599 0.576 1.037
C 4.953 4.254 -0.271
C -2.355 -2.011 0.110
C 4.387 4.043 -1.527
C 3.521 2.992 -1.754
C -5.429 0.122 -0.516
C 2.684 -2.977 1.752
C 0.459 -2.028 -2.428
C -2.663 -0.662 0.193
C -1.971 0.234 -0.612
C -3.708 -0.152 1.145
C 3.223 2.151 -0.694
H 2.535 -0.558 2.820
H -6.103 -0.624 -0.055
H 1.174 -1.213 -2.590
H -2.220 1.282 -0.556
H -5.623 3.244 0.184
H 4.631 4.713 -2.338
H 3.079 -2.951 2.754
H 3.083 2.827 -2.726
H -6.940 0.706 -1.961
H -5.593 1.868 -1.766
H -6.136 0.797 1.956
H -6.993 3.021 1.315
H -4.777 -0.387 -1.230
H 0.066 -2.360 -3.394
H 5.627 5.084 -0.127
H 3.163 -5.045 1.341
H -4.255 -1.000 1.595
H -2.889 -2.723 0.722
H -3.199 0.388 1.949
H -1.127 -3.510 -0.796
H -0.438 0.501 -2.076
H -4.835 2.005 2.150
H 5.095 3.570 1.765
```

- SMILES: N#C[C@@H](c1ccnc(OCc2ccc(CN3CCOCC3)cc2)n1)c1nc2ccccc2s1
- ΔE to the lowest compared entry with this formula, charge and spin: 0.286 eV
- Total energy: -48678.9229 eV
- Frontier orbital gap: 8.753 eV
- HOMO level: -8.57 eV